ORCA calculation (ωB97M-V with the def2-TZVPD basis set) on CH2FFeLiO as an isolated structure.

Computed properties:
F_max (eV/Å): 4.086
Electronic energy (eV): -40401.536
2S+1: 7
Kohn-Sham gap (spin up / spin down) (eV): 8.94 / 8.45
Charge: +2

Last column: Löwdin spin population.
Atoms and positions in Å:
C -0.5039 0.5717 0.0309  0.499
O 1.3789 -0.6131 0.7054  1.296
Fe 1.6506 0.7929 -0.5765  4.012
Li 0.4848 -1.9862 -0.2791  0.007
F -0.9923 -0.7836 -0.3068  0.098
H -1.1784 1.1580 -0.6110  0.056
H -0.8398 0.8604 1.0371  0.032

Atoms 1-3, force components in eV/Å:
-3.81 -1.00 -1.08
1.14 0.54 -0.93
-0.40 -0.22 1.23

=====

ORCA calculation (ωB97M-V with the def2-TZVPD basis set) on an isolated ion of composition C2H6NO and charge +1.

Computed properties:
F_max (eV/Å): 4.783
Electronic energy (eV): -5699.281
2S+1: 1
Kohn-Sham gap (eV): 12.06
Charge: +1
ΔE to the lowest compared entry with this formula, charge and spin (kJ/mol): 212.70

Last column: Mulliken charge in e.
Atoms and positions in Å:
N -1.1639 0.3401 -0.1782  -0.388
C 0.1783 0.1190 0.5031  0.241
C 1.2563 -0.6497 -0.1570  -0.421
O 1.1799 0.7225 -0.1171  -0.321
H -1.0212 0.3637 -1.1648  0.341
H -1.6640 1.2919 -0.0058  0.403
H -1.9061 -0.2414 0.2818  0.389
H -0.0229 0.2592 1.7490  0.309
H 2.0967 -1.1119 0.3539  0.273
H 1.0671 -1.0934 -1.2649  0.174

Atoms 1-3, force components in eV/Å:
-1.73 1.89 2.38
-1.71 -0.25 4.46
-0.86 -2.57 -3.11

=====

ORCA calculation (ωB97M-V with the def2-TZVPD basis set) on C30H46FeO3P2 as an isolated structure.

Computed properties:
F_max (eV/Å): 4.732
Electronic energy (eV): -90950.244
2S+1: 6
Kohn-Sham gap (spin up / spin down) (eV): 7.13 / 4.89
Charge: +1
ΔE to the lowest compared entry with this formula, charge and spin (kJ/mol): 0.00

Last column: Löwdin spin population.
Atoms and positions in Å:
Fe -1.0519 -2.2412 -2.5517  2.783
C -2.1920 -1.9070 1.3453  0.270
C -1.8683 -2.9432 0.4363  0.153
C 0.1102 -2.0911 1.2481  0.273
C -0.9549 -1.3829 1.8652  -0.007
C -0.4554 -3.0139 0.3129  0.138
C -3.5675 -1.5454 1.7307  0.050
H -4.3019 -2.0364 1.0647  0.000
H -3.7569 -0.4601 1.6967  0.011
H -3.8004 -1.8586 2.7675  0.018
C -0.8243 -0.3824 2.9417  -0.012
H -1.7754 0.0469 3.2678  0.000
H -0.1610 0.4388 2.6584  -0.002
H -0.3614 -0.8272 3.8344  -0.004
C 1.4979 -1.9914 1.7013  0.051
H 1.5549 -2.1882 2.7874  0.014
H 1.9394 -0.9933 1.5593  0.016
H 2.1228 -2.7456 1.2092  0.000
C 0.2679 -4.0461 -0.4556  0.028
H 0.1470 -5.0170 0.0601  0.006
H 1.3520 -3.8461 -0.5244  0.000
H -0.1419 -4.1397 -1.5030  0.008
C -2.7464 -3.9678 -0.1820  0.021
H -2.4876 -5.0099 0.1310  0.005
H -2.6891 -3.8984 -1.2974  0.010
H -3.7910 -3.8100 0.1215  0.000
C -0.5515 3.6462 0.7053  0.000
C -1.3504 2.5818 0.8518  0.000
C -1.4525 1.4030 -0.0751  0.000
C -0.3666 1.2091 -1.1439  0.002
C 0.9576 0.9337 -0.5269  0.005
C 1.9274 1.8151 -0.6524  0.001
C 1.6758 3.3216 -0.7584  0.000
C 0.2502 3.9972 -0.5042  0.000
H -2.4753 1.4146 -0.5097  0.000
H -0.3657 2.0239 -1.9395  0.000
H -1.4150 0.4691 0.5198  0.000
H -0.3675 3.9618 -1.4019  0.000
H -0.6106 4.3899 1.4903  0.000
H -1.9135 2.4538 1.8027  0.000
H 0.4263 5.0674 -0.3594  0.000
H 2.3280 3.8272 -0.0196  0.000
H 2.9913 1.5764 -0.8067  0.000
H 2.0331 3.7351 -1.7439  0.000
H -0.5504 0.2077 -1.6113  0.005
H 1.1775 -0.1779 -0.5014  0.005
P -1.4115 -0.4154 -3.8987  0.023
C -1.2430 1.4115 -4.4087  0.011
C -2.3111 -0.4977 -5.5510  0.004
P 0.8586 -1.9736 -3.2454  0.044
C 0.3881 -0.7575 -4.4360  0.005
C 0.0443 -3.3678 -4.1436  0.022
C 2.6047 -2.1322 -3.1175  0.019
H -0.2381 1.8509 -4.3828  0.000
H -1.9198 2.1112 -3.8946  0.000
H -1.5333 1.5643 -5.4653  0.001
H -1.8316 0.1272 -6.3280  0.001
H -3.3366 -0.0946 -5.4359  0.000
H -2.4179 -1.5084 -5.9763  0.000
H 3.0412 -1.9807 -4.1324  0.004
H 2.8296 -3.1576 -2.7496  0.000
H 3.0311 -1.3820 -2.4115  0.002
H 1.0593 0.1315 -4.5295  0.000
H 0.4110 -1.2407 -5.4147  0.000
H 0.6642 -4.2671 -4.2363  0.002
H -0.1267 -3.0487 -5.1583  0.003
H -0.9605 -3.6451 -3.7564  0.012
O 1.0655 4.5403 4.3345  0.327
C 1.3691 3.4474 4.9203  0.077
C 1.1774 3.2320 6.3260  0.161
C 1.6622 2.1108 6.9625  -0.010
C 2.3011 1.0827 6.2386  0.234
C 2.4542 1.2117 4.8587  -0.002
C 1.9804 2.3272 4.1918  0.158
C 2.1147 2.4024 2.7049  0.014
O 2.0380 3.6365 2.1905  -0.001
O 2.3045 1.3976 2.0298  0.033
H 1.6638 4.2315 2.9514  -0.001
H 0.6766 4.0250 6.8805  0.006
H 1.5307 1.9996 8.0435  -0.004
H 2.6933 0.1955 6.7476  0.011
H 2.9535 0.4326 4.2509  -0.003

Atoms 1-3, force components in eV/Å:
-3.09 -0.32 3.37
1.67 1.19 1.56
2.97 -1.22 -1.60

=====

ORCA calculation (ωB97M-V with the def2-TZVPD basis set) on an isolated ion of composition C16H31BClNO10PS and charge -1.

Computed properties:
F_max (eV/Å): 8.136
Electronic energy (eV): -72378.327
2S+1: 1
Kohn-Sham gap (eV): 7.23
Charge: -1

Last column: Mulliken charge in e.
Atoms and positions in Å:
C 0.6709 -5.4371 1.0791  -0.854
C -0.5935 -5.1899 0.1178  -0.348
O -0.4593 -4.0466 -0.7573  -0.241
C 0.2768 -4.4068 -1.9776  -0.417
C -0.5743 -3.8604 -3.2367  -0.423
O 0.0190 -2.7153 -3.8959  -0.501
C 0.0763 -1.5728 -3.0087  0.227
C -0.5206 -0.2130 -3.6284  -0.461
O -1.3546 0.3912 -2.6084  -0.307
C -0.7664 1.5820 -2.0390  -0.945
C -0.6316 1.3622 -0.4145  0.623
C -2.1255 1.7283 0.1522  -1.107
C -3.1351 0.4567 0.1111  -0.730
C -3.5039 -0.1045 1.5992  -0.426
Cl -3.2720 -1.9484 1.7210  -0.192
O -0.2917 -0.0399 -0.2719  0.052
S 0.4961 -0.4070 1.1577  1.409
O -0.0791 -1.6142 1.8831  -0.662
O 1.9178 -0.7990 0.7840  -0.791
C 0.3923 1.0112 2.3456  0.217
C 0.9894 0.7314 3.8080  0.247
O 0.8605 1.6266 4.7194  -0.731
O 1.6632 -0.4389 4.0586  -0.675
C 0.9715 2.3009 1.5956  -0.954
B 2.5832 2.4714 1.6198  0.758
O 3.5440 1.6468 2.2771  -0.569
O 3.1260 3.5818 0.8324  -0.314
C 3.9213 4.4472 1.6772  -0.719
C 0.4964 2.4109 0.0553  -0.121
P -0.2966 4.1645 -0.1420  0.326
N 0.7328 5.3548 0.1784  -0.773
H 1.6322 -5.7299 0.5031  0.261
H 0.4709 -6.3334 1.7879  0.339
H 0.8780 -4.5429 1.7638  0.176
H -0.8287 -6.1647 -0.4613  0.328
H -1.5013 -5.0306 0.8177  0.231
H 1.2727 -3.8225 -1.9305  0.219
H 0.4355 -5.5360 -2.0848  0.452
H -1.6500 -3.5772 -2.9113  0.294
H -0.6495 -4.7135 -3.9950  0.307
H 1.1253 -1.3747 -2.5672  0.154
H -0.5881 -1.8248 -2.0926  -0.010
H 0.2598 0.4817 -4.0895  0.259
H -1.2110 -0.5375 -4.5031  0.237
H -1.4056 2.4864 -2.3119  0.135
H 0.3014 1.8068 -2.3971  0.425
H -2.0859 2.2385 1.1847  0.490
H -2.6136 2.5167 -0.5440  0.376
H -2.8074 -0.3682 -0.6046  0.219
H -4.1455 0.8480 -0.3021  0.409
H -4.6367 0.0481 1.7737  0.344
H -2.9763 0.4645 2.4348  0.288
H -0.7400 1.2069 2.5049  -0.085
H 0.5363 3.2252 2.1497  0.498
H 3.2609 0.7049 2.3489  0.328
H 3.9603 4.1221 2.7787  0.279
H 3.5676 5.5449 1.6828  0.228
H 5.0210 4.4529 1.3103  0.238
H 1.4107 2.3128 -0.6275  0.663
H -1.4149 4.3239 0.7657  0.086
H -0.7895 4.3786 -1.4784  0.023
H 0.7783 5.9190 -0.6978  0.210

Atoms 1-3, force components in eV/Å:
0.24 -0.52 0.19
-0.19 -0.69 1.55
0.54 -2.28 -0.51

=====

ORCA calculation (ωB97M-V with the def2-TZVPD basis set) on C35H36F4Ge3IN6PdSe as an isolated structure.

Computed properties:
F_max (eV/Å): 0.952
Electronic energy (eV): -303145.790
2S+1: 2
Kohn-Sham gap (spin up / spin down) (eV): 4.75 / 4.75
Charge: +2
ΔE to the lowest compared entry with this formula, charge and spin (kJ/mol): 10.67

Last column: Löwdin spin population.
Atoms and positions in Å:
Pd 1.8396 1.2695 -0.1189  0.746
C 6.6146 -0.4149 1.9243  0.000
Ge 4.8710 0.0890 1.2557  0.004
C 3.3919 -0.1982 2.5052  0.011
C 4.7629 1.9541 0.6585  0.026
C 4.4330 -1.1008 -0.2794  0.012
Se 2.9947 -0.4584 -1.4368  0.063
C 4.1227 0.6443 -2.5708  0.009
H 6.8819 0.1752 2.8020  0.000
H 7.3670 -0.2483 1.1524  0.000
H 6.6232 -1.4701 2.2009  0.000
H 3.5536 0.3177 3.4531  0.000
H 3.2398 -1.2590 2.7134  0.000
H 2.4728 0.2019 2.0682  0.008
H 4.6736 2.5995 1.5336  0.000
H 3.8739 2.1189 0.0282  0.014
H 5.6354 2.2726 0.0872  0.002
H 4.1276 -2.0735 0.1053  0.000
H 5.2898 -1.2588 -0.9336  0.002
H 4.9251 1.0558 -1.9655  0.000
H 3.5212 1.4426 -2.9942  0.001
H 4.5272 0.0183 -3.3620  0.002
C 0.8759 -3.1499 -3.3577  0.000
Ge -0.9751 -2.6629 -3.0567  0.000
C -1.8791 -2.1132 -4.6851  0.000
C -1.9419 -3.9430 -1.9546  0.000
Ge -0.9873 -0.5063 -1.7512  0.002
C -2.7079 0.2056 -1.2142  0.000
C -2.8636 1.2449 -0.2935  0.000
C -4.1262 1.7524 -0.0165  0.000
C -5.2430 1.2264 -0.6573  0.000
C -5.1005 0.1892 -1.5684  0.000
C -3.8370 -0.3250 -1.8396  0.000
C 0.0553 0.9193 -2.5968  0.015
C 0.1513 2.2096 -2.0541  0.010
C 0.7426 3.2339 -2.7928  0.011
C 1.2889 2.9761 -4.0420  -0.002
C 1.2236 1.6953 -4.5740  0.011
C 0.6089 0.6785 -3.8544  -0.002
H 0.8869 -4.1592 -3.7774  0.000
H 1.4436 -3.1549 -2.4304  0.000
H 1.3530 -2.4774 -4.0684  0.000
H -1.7105 -2.8871 -5.4374  0.000
H -1.4874 -1.1725 -5.0670  0.000
H -2.9529 -2.0148 -4.5321  0.000
H -1.4576 -4.9179 -2.0211  0.000
H -2.9711 -4.0443 -2.2988  0.000
H -1.9478 -3.6283 -0.9152  0.000
H -2.0043 1.6775 0.2109  0.000
H -4.2390 2.5690 0.6858  0.000
H -6.2261 1.6270 -0.4423  0.000
H -5.9718 -0.2188 -2.0647  0.000
H -3.7365 -1.1494 -2.5379  0.000
H -0.3831 2.4608 -1.1453  0.000
H 0.7144 4.2519 -2.4261  0.000
H 1.7424 3.7788 -4.6114  0.000
H 1.6353 1.4961 -5.5557  0.001
H 0.5420 -0.3101 -4.2922  0.000
F -2.4443 -2.2014 0.9019  0.001
C -2.8195 -2.0677 2.1785  0.000
C -3.8737 -2.7672 2.6214  0.000
F -4.5101 -3.5491 1.7815  0.000
C -4.3377 -2.6653 3.9984  0.000
C -3.5734 -1.7557 4.8434  0.000
C -2.5127 -1.0707 4.3847  0.000
F -1.8623 -0.2745 5.2170  0.000
C -2.0625 -1.1774 3.0178  0.000
C -0.9869 -0.4621 2.5381  0.001
C -0.5600 -0.5200 1.1786  0.013
N -0.1317 -0.4598 0.1090  0.006
C -0.2083 0.4550 3.3270  0.000
N 0.4686 1.2222 3.8477  0.000
F -3.9205 -1.6127 6.0980  0.000
C -5.3970 -3.3705 4.4622  0.000
C -5.9144 -3.2368 5.7969  0.000
N -6.3961 -3.1466 6.8360  0.000
C -6.1169 -4.3260 3.6611  0.000
N -6.7128 -5.1151 3.0766  0.000
I 2.2750 7.3811 0.9158  0.000
C 1.9127 5.3988 1.3168  0.000
C 1.6470 4.8189 2.5340  0.000
N 1.4713 3.5044 2.3110  0.003
N 1.5908 3.1932 1.0097  0.021
C 1.8623 4.3446 0.3996  0.002
H 1.5897 5.2489 3.5216  0.000
H 1.2062 2.7972 2.9818  0.000
H 2.0603 4.3795 -0.6572  0.000

Atoms 1-3, force components in eV/Å:
0.34 0.77 0.24
0.05 -0.01 0.08
-0.20 0.03 -0.21